# C40H42EuNOP2

A molecular structure, C40H42EuNOP2 at a distorted geometry (wB97M-V/def2-TZVPD, the OMol25 dataset).

XYZ file:
```
87
Properties=species:S:1:pos:R:3:forces:R:3
Eu 1.266411 -1.542909 -3.980969 1.3 -0.9 1.4
C -2.794785 0.180883 0.381684 0.2 -0.6 -0.6
C -2.703810 0.116600 -0.962520 -1.0 0.4 0.6
C -3.098252 1.265273 -1.873212 -0.1 0.0 0.1
C -1.960123 2.162878 -2.368508 -0.9 -0.3 -0.3
C -0.899932 2.456623 -1.372908 0.9 -0.3 -0.1
C -1.055357 2.727320 -0.083775 0.3 0.7 0.1
C -2.330943 2.741075 0.687587 -0.5 -0.2 0.4
C -2.555980 1.349424 1.300222 -0.6 0.1 0.2
C 2.601954 0.515154 -3.623534 0.1 0.4 -0.2
H -3.041421 -0.749143 0.917882 0.9 0.2 -0.1
H -2.532765 -0.841328 -1.457961 -0.5 0.0 0.3
H -3.846986 1.893978 -1.354543 0.3 -0.5 -0.3
H -3.624655 0.829812 -2.749632 0.2 0.2 0.4
H -1.563312 1.696776 -3.282571 0.3 0.4 0.2
H -2.444066 3.099582 -2.647980 0.2 0.2 -0.4
H 0.094838 2.369219 -1.807760 0.1 0.4 0.4
H -0.212995 3.028190 0.545072 0.2 -0.5 -0.4
H -3.190944 3.014271 0.084060 0.0 0.2 0.0
H -2.257415 3.459555 1.525273 -0.1 -0.2 -0.4
H -1.637228 1.131708 1.860528 -0.1 -0.3 0.0
H -3.353186 1.357716 2.056639 0.1 0.2 -0.1
H 3.197720 0.477626 -2.699957 -0.1 0.0 0.0
H 1.909376 1.365497 -3.491129 0.1 0.0 0.0
H 3.295143 0.844573 -4.408914 0.0 -0.1 0.1
P 0.273511 -2.318366 -7.776871 -0.8 -0.8 -0.5
P 2.118951 0.281231 -8.427615 1.0 0.4 -1.1
C -0.438544 -0.782811 -8.382806 0.9 2.1 -0.7
C 0.359134 0.234750 -8.823165 -1.4 -1.0 -0.1
C -0.497284 -3.432011 -9.068607 0.5 -0.3 0.1
C -1.611945 -3.113170 -9.847092 -0.1 -0.2 -0.3
C -1.971333 -3.904517 -10.945681 0.3 -0.3 0.1
C -1.213799 -5.037011 -11.273334 0.2 0.1 0.3
C -0.139600 -5.407363 -10.448312 -0.2 0.0 -0.2
C 0.208898 -4.614951 -9.355665 -0.2 0.2 -0.1
C -0.890988 -2.442848 -6.385307 -0.2 0.7 0.1
C -0.757068 -1.357575 -5.478611 -1.4 -0.5 0.3
C -1.463960 -1.417776 -4.257600 -0.3 0.2 -0.6
C -2.271180 -2.537114 -3.972747 -0.1 0.4 -0.1
C -2.568780 -3.455442 -4.983030 0.2 0.0 0.1
C -1.884502 -3.411255 -6.202511 0.3 0.2 0.2
C 2.721595 0.847508 -10.134755 -0.1 -0.2 0.4
C 2.445250 0.011734 -11.224124 0.1 0.2 -0.1
C 2.847793 0.363957 -12.512813 0.1 0.3 0.1
C 3.530498 1.569512 -12.732694 -0.1 -0.1 0.2
C 3.806195 2.407091 -11.645798 -0.1 -0.3 -0.2
C 3.418127 2.040038 -10.355639 -0.2 -0.1 -0.1
C 2.241442 1.865561 -7.518785 0.1 -0.1 0.6
C 3.407327 2.034669 -6.741259 -0.5 0.3 -0.3
C 3.576961 3.196761 -5.990870 0.0 0.1 0.0
C 2.588993 4.189554 -5.990742 0.0 -0.2 -0.3
C 1.429742 4.017861 -6.758871 0.3 -0.2 0.1
C 1.243412 2.844132 -7.501605 0.3 0.4 0.1
H -1.533241 -0.687947 -8.395334 0.4 -0.1 -0.4
H -0.042256 1.030366 -9.472174 -0.1 -0.2 0.7
H -2.209082 -2.233429 -9.627082 0.1 -0.1 -0.1
H -2.832885 -3.636624 -11.558619 0.2 0.0 0.2
H -1.443549 -5.626605 -12.169731 0.0 0.3 0.5
H 0.435251 -6.312548 -10.668345 -0.2 0.4 0.1
H 1.047772 -4.898486 -8.719783 -0.1 0.1 -0.2
H -0.082048 -0.481408 -5.687540 -0.9 -0.7 -0.2
H -1.395397 -0.563719 -3.565936 0.0 -0.7 -0.1
H -2.698164 -2.656271 -2.972462 0.0 0.2 -0.5
H -3.330991 -4.223557 -4.829337 0.3 0.2 0.1
H -2.117975 -4.121744 -7.009797 0.3 0.3 0.5
H 1.876730 -0.905220 -11.071931 0.1 0.1 0.0
H 2.620314 -0.290485 -13.353436 0.0 0.1 0.2
H 3.827265 1.857919 -13.750012 -0.1 -0.1 0.5
H 4.313135 3.357244 -11.809994 -0.1 -0.2 0.1
H 3.621141 2.711323 -9.525810 0.0 -0.1 -0.1
H 4.168126 1.246370 -6.731351 -0.3 0.3 0.0
H 4.490320 3.324440 -5.400134 -0.4 0.0 -0.2
H 2.735283 5.102370 -5.402732 -0.1 -0.4 -0.2
H 0.677087 4.804023 -6.788980 0.1 -0.2 0.1
H 0.325252 2.706860 -8.076421 0.3 0.1 0.2
O 0.289447 -1.932659 -1.959932 0.2 0.0 -0.1
N 0.568859 -1.778803 -0.632698 -0.6 -0.4 -1.3
C -0.439345 -1.938513 0.273881 -0.3 0.5 1.7
C -0.182052 -1.692699 1.615679 -0.9 -0.5 -1.8
C 1.125676 -1.397553 2.011737 0.2 0.2 1.2
C 2.116045 -1.194303 1.058071 0.3 -0.1 -1.0
C 1.823202 -1.368239 -0.278229 1.6 0.6 0.7
H -1.438276 -2.138698 -0.104076 0.5 0.0 -0.1
H -1.027175 -1.677851 2.301283 0.3 -0.2 0.0
H 1.340794 -1.296404 3.057447 0.2 0.1 0.3
H 3.121016 -0.891533 1.361306 -0.3 -0.1 -0.2
H 2.538996 -1.115012 -1.075110 -0.6 -0.3 0.4
```
Forces are in eV/Å.

## Properties
Spin multiplicity: 9
Highest occupied orbital energy (alpha / beta), hartree: -0.14089 / -0.26880
Electronic energy, Eh: -3072.1558
Energy relative to the best compared isomer or geometry (same formula, charge and spin), kcal/mol: 3.3
Charge: 0
Frontier orbital gap (alpha / beta), eV: 3.732 / 7.145


# C40H42IrN9O4S4

A molecular structure, C40H42IrN9O4S4 at a distorted geometry (wB97M-V/def2-TZVPD, the OMol25 dataset).

XYZ file:
```
100
Properties=species:S:1:pos:R:3:forces:R:3
Ir 0.072940 0.233954 0.328408 1.2 3.3 -1.8
O -2.161826 0.101560 0.314023 -0.1 -0.4 0.6
S -3.155057 -0.182427 -0.815596 0.0 -0.1 0.1
C -3.566598 -1.938344 -0.633080 0.0 0.2 0.1
C -3.781772 -2.345088 0.818412 0.0 -0.2 0.0
C -3.335629 -3.789129 1.083449 0.1 0.2 -0.1
C -1.869501 -4.053922 0.710043 -0.3 0.2 0.1
S -0.824996 -2.682472 1.329835 0.2 -0.7 0.0
O -0.269316 -2.033016 0.045178 0.4 0.9 -0.5
C 0.541322 -3.639877 1.969028 0.2 0.1 0.1
C 1.780326 -3.567707 1.354122 -0.1 0.0 -0.1
C 2.855149 -4.239772 1.922456 0.0 -0.1 0.0
C 2.676995 -4.983419 3.081517 0.0 0.0 0.0
C 1.427635 -5.047750 3.689673 0.0 0.0 0.0
C 0.356047 -4.358719 3.144207 -0.1 0.1 -0.1
C -4.646713 0.593727 -0.203759 0.1 0.1 0.0
C -4.471831 1.778702 0.498698 0.0 0.0 0.0
C -5.580416 2.428855 1.017731 -0.1 0.0 -0.1
C -6.851825 1.914758 0.797114 0.0 0.0 0.1
C -7.018982 0.758265 0.048083 0.0 0.0 0.0
C -5.914943 0.090111 -0.459064 0.1 -0.1 0.0
H -2.682538 -2.416095 -1.056335 -0.1 0.0 -0.1
H -4.420641 -2.151024 -1.276626 0.1 0.0 -0.1
H -4.828630 -2.231724 1.096156 0.0 0.0 0.0
H -3.205167 -1.676348 1.459999 -0.1 0.1 0.0
H -3.970831 -4.488119 0.535913 0.1 -0.1 0.0
H -3.475606 -3.991251 2.146474 0.0 -0.1 0.0
H -1.699150 -4.092057 -0.366087 0.1 0.0 0.0
H -1.520011 -4.983667 1.152655 0.1 0.0 0.0
H 1.882708 -3.002598 0.436718 0.1 0.0 0.0
H 3.829721 -4.193971 1.454111 0.0 0.0 0.0
H 3.510163 -5.524170 3.510885 0.0 0.0 0.0
H 1.287129 -5.635464 4.587091 0.0 0.0 0.0
H -0.619344 -4.385713 3.619987 0.0 0.0 0.0
H -3.474125 2.171395 0.640562 0.0 0.0 0.0
H -5.455734 3.335743 1.594927 0.0 0.0 0.0
H -7.714938 2.417914 1.212322 0.0 0.0 0.0
H -8.011647 0.371558 -0.138816 0.0 0.0 0.0
H -6.054537 -0.815157 -1.036563 0.0 0.0 0.0
C -1.951337 1.726015 2.880688 0.1 -0.1 0.1
C -0.917256 2.561713 2.207264 -0.1 0.0 0.2
N -0.031797 2.129817 1.335736 -0.2 -1.2 -1.0
C 0.897821 3.084608 0.975766 -0.1 0.2 0.4
C 0.690314 4.284839 1.560028 -0.2 0.3 0.1
S -0.675292 4.210605 2.591712 0.1 -0.3 -0.1
C 1.966649 2.601028 0.155019 0.1 -0.2 0.0
C 3.059887 3.231899 -0.265257 0.4 0.4 -0.1
S 4.142904 2.145612 -1.081249 -0.3 -0.4 -0.3
C 3.071573 0.703778 -0.621279 -0.1 1.2 -0.4
N 1.873003 1.267877 -0.189018 -0.8 -1.7 0.0
C 2.927619 -0.319956 -1.719259 0.2 -0.3 0.4
H -2.109338 0.810561 2.319482 -0.1 0.1 0.1
H -2.892479 2.260932 2.997401 0.0 0.0 0.0
H -1.594326 1.454774 3.875959 0.0 0.0 0.0
H 1.262481 5.191629 1.450218 0.0 0.0 0.0
H 3.297299 4.277556 -0.153368 0.1 -0.1 0.1
H 3.871137 -0.837308 -1.889377 0.0 0.0 -0.1
H 2.614968 0.186418 -2.627693 0.0 0.0 0.0
H 2.159303 -1.041360 -1.423126 0.1 -0.1 0.0
C 1.452455 -1.312239 5.197840 -0.1 0.0 0.0
N 2.144980 -1.049211 3.934498 -0.1 0.0 0.0
C 3.501433 -1.044681 3.833435 0.1 0.0 0.0
C 4.132072 -0.707683 2.689259 0.0 0.0 0.0
C 3.310758 -0.347952 1.587035 -0.1 0.1 -0.2
O 3.886456 0.082685 0.507193 0.3 -0.6 0.1
N 1.997453 -0.435777 1.664075 -1.1 -0.3 0.9
C 1.376992 -0.728521 2.837995 0.3 0.2 0.3
O 0.144956 -0.660141 2.912967 0.2 0.0 0.0
H 2.180289 -1.516969 5.977292 0.1 0.0 -0.1
H 0.781608 -2.159952 5.079141 0.0 0.0 0.0
H 0.855669 -0.443894 5.469175 0.0 0.0 0.0
H 4.049355 -1.296437 4.731195 -0.1 0.0 0.0
H 5.206367 -0.683596 2.603482 0.0 0.0 0.0
C -0.391956 -1.015737 -3.008242 0.0 0.1 0.0
C -0.427722 0.458006 -2.798810 0.0 -0.2 0.0
N -0.389080 1.073034 -1.626069 -0.2 -0.6 1.2
C -0.485477 2.428478 -1.859374 -0.1 0.0 0.1
C -0.584547 2.629631 -3.190938 -0.1 0.0 -0.1
N -0.547430 1.379723 -3.775945 0.0 0.2 0.2
C -0.617450 1.157854 -5.222384 0.0 0.1 -0.1
N 0.341518 1.951702 -5.909525 0.1 -0.1 0.0
N -0.066483 3.004880 -6.681558 0.1 0.0 0.0
N 0.951127 3.578325 -7.175242 0.0 0.0 0.0
C 2.095219 2.929272 -6.736872 -0.2 -0.1 0.2
C 3.446892 3.184254 -6.974836 0.0 0.1 0.0
C 4.360635 2.367719 -6.346942 0.1 0.1 -0.1
C 3.955829 1.303690 -5.519714 -0.1 0.0 0.0
C 2.624586 1.025557 -5.297949 -0.1 -0.1 0.0
C 1.704054 1.872061 -5.914810 0.1 0.1 -0.1
H -0.302004 -1.504761 -2.040190 0.0 -0.1 -0.1
H 0.454233 -1.313954 -3.630289 0.0 0.0 0.0
H -1.306817 -1.362602 -3.493050 0.0 0.0 0.0
H -0.485785 3.154650 -1.065962 0.0 0.0 -0.1
H -0.681492 3.530758 -3.773506 0.0 0.0 0.0
H -1.593459 1.464618 -5.592491 0.0 0.0 0.0
H -0.463912 0.099490 -5.424648 0.0 0.0 0.1
H 3.751559 3.992443 -7.626049 0.0 0.0 0.0
H 5.418418 2.535833 -6.498632 0.0 0.0 0.0
H 4.713687 0.687994 -5.051947 0.0 0.0 0.0
H 2.309000 0.181876 -4.696880 0.0 0.0 0.0
```
Forces are in eV/Å.

## Properties
Highest occupied orbital energy, hartree: -0.43580
Electronic energy, Eh: -4039.7904
Energy relative to the best compared isomer or geometry (same formula, charge and spin), kcal/mol: 35.6
Charge: +2
Frontier orbital gap, eV: 6.374


Question: Among the records above, which one has the highest charge?
Answer: C40H42IrN9O4S4


Question: Number 1 is which compound?
Answer: C40H42EuNOP2


Question: Among the records above, which one has the lowest charge?
Answer: C40H42EuNOP2